Record 1
# H35O18

A cluster of 18 separate species, H35O18 in total (the ωB97M-V functional and the def2-TZVPD basis, the Open Molecules 2025 dataset).

Cartesian coordinates (Å):
O1 -1.62 -0.42 -3.02
H1 -0.08 0.51 -3.24
H2 -4.73 -0.47 -2.56
O2 -0.66 -5.96 1.05
H3 -5.04 2.37 -0.43
O3 2.10 -3.80 0.65
H4 1.67 -4.31 1.40
H5 1.34 -3.39 0.12
O4 0.00 -2.44 -4.69
H6 1.08 1.03 1.68
H7 0.70 -1.85 -4.77
O5 0.14 4.81 -1.13
H8 0.05 4.70 -2.08
H9 -1.80 -0.22 -2.12
O6 5.59 -1.56 2.21
H10 2.97 0.35 1.43
H11 5.67 -1.21 1.31
O7 0.70 1.10 -3.23
H12 -3.62 1.13 -0.06
H13 1.30 0.67 -3.78
O8 3.91 0.31 1.14
H14 0.54 -3.98 4.58
H15 -3.12 0.09 1.08
O9 1.75 2.89 4.37
H16 2.12 2.48 3.62
H17 2.52 3.35 4.81
O10 1.81 1.89 -1.04
H18 1.70 1.33 -1.79
H19 -0.39 -5.49 0.32
O11 -3.78 0.14 0.45
H20 -1.37 1.24 4.51
H21 3.72 0.42 0.10
O12 -0.52 1.24 4.17
H22 0.05 2.06 4.29
H23 -0.63 -1.79 -4.04
O13 -4.32 2.26 -0.88
H24 -1.22 -5.50 1.62
H25 4.67 -1.88 2.19
O14 -4.18 0.27 -2.57
H26 -0.10 3.99 -0.75
H27 -2.27 0.12 -3.51
O15 0.83 0.21 2.11
H28 2.10 2.84 -1.25
H29 1.21 0.26 3.06
O16 0.42 -2.24 -0.75
H30 -4.44 1.01 -2.02
H31 0.32 -1.39 -0.31
O17 -2.80 4.51 -2.65
H32 -3.24 3.88 -2.02
H33 -1.98 4.16 -2.78
O18 0.47 -4.19 3.68
H34 0.00 -3.36 3.27
H35 0.45 -2.15 -1.72

Output
energy above the lowest of the compared OMol25 structures with the same formula, charge and spin = 75.8 kcal per mole
HOMO energy = -0.199 Ha
total charge = -1
maximum force = 0.1702 Eh/bohr

***

Record 2
# C4H8O

An isolated molecule of C4H8O (the ωB97M-V functional and the def2-TZVPD basis, the Open Molecules 2025 dataset).

Cartesian coordinates (Å):
C1 0.76 -0.09 1.85
C2 -0.03 0.42 0.70
C3 -0.08 -0.15 -0.55
O1 0.77 -1.19 -0.75
C4 -0.86 0.36 -1.67
H1 0.21 -0.43 2.76
H2 1.46 0.80 2.05
H3 1.52 -0.80 1.31
H4 -0.47 1.40 0.90
H5 0.28 -2.02 -0.48
H6 -0.51 0.42 -2.71
H7 -1.26 1.52 -1.65
H8 -1.81 -0.23 -1.78

Output
energy above the lowest of the compared OMol25 structures with the same formula, charge and spin = 43.6 kcal per mole
HOMO energy = -0.318 Ha
maximum force = 0.0982 Eh/bohr